# 1
Computed, not measured: a single C13H21N5O2S molecule, with ωB97M-V/def2-TZVPD.

Summary:
Highest occupied orbital energy in Eh: -0.35717
Structure (SMILES): CCCCCCNS(=O)(=O)c1nc2nc(C)cc(C)n2n1
E_tot in hartree: -1330.41074
Total charge: 0
Relative energy (zero: lowest compared OMol25 entry of this formula, charge and spin) in eV: 0.083
Kohn-Sham gap in eV: 9.7723

Each line ends with the Mulliken charge.
Geometry (Å):
S1 1.751 0.807 2.875  1.18
O1 3.099 0.403 2.632  -0.66
O2 1.310 1.038 4.217  -0.67
N1 1.459 2.178 2.019  -0.26
N2 -0.240 -2.309 1.916  0.84
N3 -2.021 -1.640 0.492  -0.61
N4 -0.374 -0.167 1.421  -0.47
N5 0.782 -1.730 2.545  -1.36
C1 -0.597 -3.610 1.906  1.39
C2 0.981 2.057 -0.424  0.37
C3 0.677 1.658 -2.924  -0.79
C4 2.003 2.305 0.684  -1.08
C5 -1.705 -3.915 1.158  -1.08
C6 0.229 -4.557 2.694  -1.40
C7 -3.596 -3.230 -0.360  -1.14
C8 -0.959 -1.338 1.214  0.41
C9 0.660 -0.459 2.218  0.04
C10 1.640 2.049 -1.802  -0.77
C11 -0.510 2.603 -3.114  -0.39
C12 -2.395 -2.899 0.458  0.94
C13 -0.097 4.026 -3.471  -1.16
H1 0.224 2.842 -0.379  0.23
H2 1.239 1.610 -3.860  0.39
H3 -0.974 4.626 -3.703  0.37
H4 1.265 -4.502 2.360  0.34
H5 -4.361 -3.686 0.266  0.31
H6 0.519 2.516 2.139  0.31
H7 2.071 3.030 -2.008  0.33
H8 -1.120 2.614 -2.209  0.26
H9 0.479 1.105 -0.248  0.02
H10 2.822 1.584 0.633  0.46
H11 -3.333 -3.941 -1.141  0.31
H12 0.221 -4.262 3.742  0.33
H13 -0.140 -5.574 2.594  0.38
H14 -3.989 -2.325 -0.811  0.35
H15 2.428 3.310 0.582  0.25
H16 0.290 0.656 -2.718  0.31
H17 -1.133 2.205 -3.919  0.37
H18 2.463 1.330 -1.792  0.37
H19 -2.052 -4.934 1.102  0.40
H20 0.557 4.026 -4.340  0.29
H21 0.427 4.501 -2.646  0.27

***

# 2
Computed, not measured: a molecular structure, C13H22Al3BeCl3F8KN3O4P, with ωB97M-V/def2-TZVPD.

Summary:
Highest occupied orbital energy in Eh: -0.33309
E_tot in hartree: -4836.23492
Total charge: +1
Kohn-Sham gap in eV: 1.3156

Each line ends with the Mulliken charge.
Geometry (Å):
K1 3.791 -1.765 -0.827  0.93
Cl1 1.101 -1.093 2.217  -0.17
Cl2 2.055 -10.163 -1.253  -0.25
Cl3 2.011 -9.066 1.141  0.14
P1 1.297 -1.318 0.156  0.37
Al1 -1.044 3.234 -2.855  0.54
Al2 -0.354 -4.432 1.911  0.34
Al3 1.634 -6.924 -1.392  0.43
F1 1.266 -5.325 -1.126  -0.24
F2 -1.468 -3.827 3.000  -0.35
F3 0.833 -7.464 -2.731  -0.32
F4 1.126 -7.925 -0.031  -0.01
F5 -0.875 -5.871 1.276  -0.32
F6 3.275 -7.084 -1.581  -0.34
F7 1.141 -4.599 2.647  -0.34
F8 -0.272 -3.174 0.783  -0.14
O1 -3.613 -1.024 -1.201  -0.47
O2 -2.700 -0.516 2.222  -0.71
O3 4.536 -3.537 2.670  -0.58
O4 2.528 -0.147 -0.313  -0.88
N1 -4.100 1.589 -1.921  -0.28
N2 -1.501 -1.497 -0.492  0.02
N3 1.081 5.624 -0.699  -0.31
C1 -2.493 -0.701 -1.152  -0.39
C2 -1.831 0.543 -1.759  -0.26
C3 2.284 5.141 -0.394  -0.14
C4 -4.498 1.656 -0.507  -0.71
C5 -1.117 0.864 1.686  -0.79
C6 1.505 7.437 0.807  -0.46
C7 3.151 5.743 0.500  -0.55
C8 -2.713 1.750 -2.129  -0.50
C9 -0.606 0.712 -0.804  0.57
C10 0.712 6.753 -0.099  -0.20
C11 -1.180 1.353 0.446  -0.28
C12 2.750 6.918 1.112  -0.16
C13 -0.235 -0.753 -0.702  -0.99
Be1 3.027 0.389 1.997  0.13
H1 1.154 8.351 1.262  0.37
H2 2.550 -0.238 -1.283  0.43
H3 -4.581 2.663 -0.128  0.36
H4 -4.525 2.398 -2.346  0.35
H5 -0.271 7.125 -0.364  0.34
H6 -2.018 0.240 2.274  0.03
H7 -1.442 0.183 -2.704  0.60
H8 -1.651 2.311 0.335  0.52
H9 -3.836 1.109 0.129  0.27
H10 4.952 -3.251 3.489  0.31
H11 2.561 4.221 -0.899  0.37
H12 -2.826 -1.214 1.541  0.32
H13 3.398 7.421 1.816  0.39
H14 -5.452 1.183 -0.422  0.30
H15 -0.213 0.983 2.246  0.89
H16 0.145 1.386 -1.203  0.60
H17 -1.388 -2.262 -1.145  0.37
H18 3.720 -3.031 2.644  0.27
H19 4.116 5.303 0.710  0.36
H20 -2.590 1.913 -3.211  0.00
H21 0.012 -0.999 -1.735  0.75
H22 -2.320 2.706 -1.609  0.46

***

# 3
Computed, not measured: a molecular structure, C13H22As2N4PdS, with ωB97M-V/def2-TZVPD.

Summary:
Highest occupied orbital energy (spin up / spin down) in Eh: -0.76888 / -0.82974
E_tot in hartree: -5723.46657
Total charge: +4
2S+1: 5
Kohn-Sham gap (spin up / spin down) in eV: 8.4257 / 6.3349
⟨S²⟩: 6.054

Each line ends with the Löwdin spin population.
Geometry (Å):
Pd1 -0.357 0.603 0.232  1.11
As1 2.039 -0.150 -0.171  0.21
As2 -1.011 -1.763 -0.495  0.21
S1 -0.602 0.909 2.642  0.59
N1 -1.774 3.220 1.743  0.01
N2 -2.407 4.138 3.637  0.21
N3 -1.810 2.999 3.870  0.14
N4 -1.519 2.929 0.392  0.03
C1 1.856 -1.774 -1.260  0.09
C2 -1.914 -1.286 -2.149  0.07
C3 2.818 -0.820 1.461  0.03
C4 0.570 -3.833 -1.822  0.03
C5 -1.967 -3.265 0.257  0.06
C6 -2.397 4.297 2.294  0.12
C7 -2.970 5.447 1.588  0.02
C8 3.377 0.928 -1.050  0.06
C9 2.916 -2.222 -1.988  0.11
C10 -1.390 2.367 2.742  0.05
C11 1.633 -4.297 -2.546  0.12
C12 2.837 -3.511 -2.614  0.35
C13 0.646 -2.550 -1.226  0.30
H1 -2.935 -0.991 -1.909  0.00
H2 3.714 -1.388 1.212  0.01
H3 -2.276 5.861 0.852  0.01
H4 -1.289 -3.886 0.837  0.00
H5 -2.753 -2.882 0.905  0.00
H6 3.354 1.925 -0.614  0.00
H7 -1.701 2.681 4.836  0.00
H8 1.573 -5.244 -3.068  0.00
H9 4.350 0.479 -0.850  0.01
H10 3.175 0.990 -2.116  0.00
H11 -3.234 6.214 2.315  0.00
H12 -2.406 2.933 -0.113  0.00
H13 -1.941 -2.156 -2.807  0.01
H14 -0.933 3.671 0.006  0.00
H15 3.834 -1.655 -2.072  0.00
H16 3.096 0.024 2.090  0.00
H17 -3.886 5.159 1.058  0.01
H18 2.109 -1.458 1.983  0.00
H19 -2.415 -3.817 -0.569  0.01
H20 3.717 -3.923 -3.095  0.01
H21 -1.395 -0.473 -2.653  0.00
H22 -0.331 -4.430 -1.762  0.00

***

# 4
Computed, not measured: a molecular structure, C13H22BF4NO3PdSe2, with ωB97M-V/def2-TZVPD.

Summary:
Highest occupied orbital energy (spin up / spin down) in Eh: -0.54044 / -0.54079
E_tot in hartree: -6143.65999
Total charge: +2
Relative energy (zero: lowest compared OMol25 entry of this formula, charge and spin) in eV: 0.141
Kohn-Sham gap (spin up / spin down) in eV: 6.2540 / 6.6749

Each line ends with the Mulliken charge.
Geometry (Å):
Pd1 0.481 1.765 -0.268  0.91
Se1 -0.828 2.155 1.747  0.33
Se2 -2.547 -0.855 -0.068  0.54
F1 3.038 1.528 -0.643  -0.34
F2 1.859 0.712 1.126  -0.35
F3 4.025 1.531 1.464  -0.22
F4 2.269 2.965 0.945  -0.34
O1 1.186 -4.665 1.521  -0.41
O2 -0.811 -0.560 0.082  0.50
O3 0.358 0.563 -2.115  -0.78
N1 0.171 3.481 -1.369  -0.67
C1 2.012 -3.604 -0.361  -1.22
C2 0.135 -1.613 -0.130  0.54
C3 2.055 -0.535 -3.322  -1.96
C4 1.097 -0.445 -2.179  1.57
C5 -2.687 1.909 1.152  -0.87
C6 1.985 -2.572 -1.255  -1.25
C7 -2.931 0.057 -1.714  -0.96
C8 0.125 -2.626 0.797  -0.29
C9 -0.854 4.047 2.166  -1.10
C10 0.272 -4.789 2.612  -0.80
C11 1.083 -3.649 0.687  0.53
C12 -3.161 0.467 1.238  -0.86
C13 1.044 -1.518 -1.191  0.39
B1 2.916 1.703 0.750  0.43
H1 2.750 -4.390 -0.434  0.50
H2 -3.312 2.471 1.849  0.51
H3 -4.015 0.157 -1.780  0.47
H4 1.927 0.336 -3.956  0.39
H5 -2.924 0.010 2.200  0.48
H6 0.375 -3.945 3.296  0.34
H7 0.033 3.242 -2.349  0.29
H8 -2.566 -0.581 -2.516  0.39
H9 0.179 4.284 2.416  0.34
H10 -1.503 4.198 3.024  0.42
H11 1.894 -1.443 -3.904  0.51
H12 2.723 -2.563 -2.044  0.49
H13 1.069 3.960 -1.282  0.31
H14 -2.419 1.015 -1.721  0.18
H15 -4.246 0.419 1.105  0.54
H16 -2.824 2.336 0.159  0.41
H17 -0.573 -2.605 1.622  0.43
H18 3.081 -0.554 -2.948  0.47
H19 -0.554 4.135 -1.093  0.26
H20 -1.188 4.640 1.318  0.36
H21 0.552 -5.704 3.122  0.26
H22 -0.752 -4.872 2.242  0.35

***

# 5
Computed, not measured: a molecular structure, C13H22BrNO10P2Pd, with ωB97M-V/def2-TZVPD.

Summary:
Highest occupied orbital energy in Eh: -0.34634
E_tot in hartree: -4700.56516
Total charge: 0
Relative energy (zero: lowest compared OMol25 entry of this formula, charge and spin) in eV: 0.000
Kohn-Sham gap in eV: 9.2243

Each line ends with the Mulliken charge.
Geometry (Å):
Pd1 0.982 1.083 0.949  0.79
Br1 3.399 -0.064 7.897  -0.18
P1 2.503 0.452 -1.838  0.54
P2 0.391 2.543 -1.648  0.79
O1 -0.266 1.923 -0.423  -0.61
O2 1.520 3.486 -1.540  -0.86
O3 2.620 -0.941 -2.317  -0.83
O4 2.472 0.728 -0.336  -0.57
O5 -0.154 1.232 2.644  -0.86
O6 0.178 -1.756 -0.010  0.08
O7 3.598 1.428 -2.458  -0.55
O8 1.942 0.652 2.710  -0.94
O9 -0.811 3.130 -2.546  -0.57
O10 -2.249 -0.383 -0.593  -0.36
N1 -0.036 -0.084 -2.389  0.03
C1 0.921 1.065 -2.597  1.02
C2 0.878 0.922 3.332  1.55
C3 0.816 0.878 4.809  0.26
C4 1.946 0.496 5.523  -0.31
C5 -1.096 -2.372 -0.022  -0.81
C6 -2.140 -1.374 0.414  -0.36
C7 1.112 -2.344 0.881  -0.97
C8 1.875 0.454 6.903  -0.12
C9 -0.364 1.214 5.462  -0.42
C10 0.706 0.785 7.573  -0.34
C11 1.092 1.299 -4.088  -1.85
C12 -3.059 0.710 -0.182  -0.80
C13 -0.412 1.165 6.845  -0.65
H1 -0.747 -0.105 -3.117  0.42
H2 0.759 -2.282 1.916  0.38
H3 0.530 -0.952 -2.407  0.53
H4 2.039 -1.784 0.783  0.19
H5 0.125 1.516 -4.550  0.48
H6 3.537 2.299 -2.033  0.35
H7 0.675 0.746 8.653  0.41
H8 -3.108 -1.868 0.565  0.43
H9 -0.744 4.090 -2.621  0.36
H10 -3.066 1.437 -0.991  0.25
H11 1.293 -3.390 0.620  0.37
H12 -1.121 -3.246 0.634  0.56
H13 -4.081 0.372 0.017  0.34
H14 -1.831 -0.908 1.358  0.17
H15 -2.643 1.184 0.710  0.24
H16 -1.225 1.512 4.880  0.42
H17 1.743 2.155 -4.248  0.40
H18 1.548 0.432 -4.570  0.46
H19 -0.535 -0.032 -1.484  0.00
H20 2.855 0.241 4.997  0.51
H21 -1.324 1.426 7.366  0.39
H22 -1.317 -2.715 -1.039  0.24

***

# 6
Computed, not measured: 7 unconnected molecules or ions with the total composition C13H22Cl12N2O3S, with ωB97M-V/def2-TZVPD.

Summary:
Highest occupied orbital energy in Eh: -0.39558
Structure (SMILES): N#CC[C@@H](C#N)CCCS(=O)(=O)O.ClCCl.ClCCl.ClCCl.ClCCl.ClCCl.ClCCl
E_tot in hartree: -6764.22996
Total charge: 0
Relative energy (zero: lowest compared OMol25 entry of this formula, charge and spin) in eV: 0.000
Kohn-Sham gap in eV: 10.9080

Each line ends with the Mulliken charge.
Geometry (Å):
Cl1 -1.296 0.395 -5.178  -0.18
Cl2 -0.917 2.401 4.377  -0.05
Cl3 -5.488 -5.188 -5.801  -0.16
Cl4 2.071 -4.006 1.387  -0.13
Cl5 -1.640 4.534 6.258  -0.16
Cl6 0.049 -0.697 -2.814  -0.15
Cl7 -2.498 -2.835 -8.786  -0.16
Cl8 -1.272 -4.156 -6.476  -0.14
Cl9 -6.273 -2.438 -6.454  -0.16
Cl10 5.727 6.367 1.237  -0.18
Cl11 3.591 6.311 3.248  -0.17
Cl12 3.657 -2.810 3.544  -0.14
S1 2.379 1.896 1.447  1.18
O1 2.057 1.595 2.812  -0.57
O2 1.677 3.243 0.981  -0.47
O3 3.773 2.051 1.176  -0.65
N1 -2.345 1.461 -0.207  -0.51
N2 -0.448 -0.878 4.817  -0.57
C1 1.739 0.634 0.358  -0.98
C2 -5.365 -3.867 -6.970  0.41
C3 1.527 -0.725 1.047  -0.22
C4 -0.467 -0.365 3.792  -0.47
C5 4.391 5.440 1.930  -0.01
C6 2.794 -4.246 2.987  -0.30
C7 -1.360 0.185 -3.423  -0.22
C8 -0.569 0.053 2.386  1.67
C9 -2.075 0.184 2.048  -0.75
C10 -0.551 3.187 5.922  -0.38
C11 0.097 -1.016 1.486  -0.88
C12 -2.217 0.890 0.779  0.28
C13 -1.328 -2.692 -7.464  0.03
H1 2.244 -0.829 1.860  -0.02
H2 0.865 0.991 -0.191  0.37
H3 -5.764 -4.206 -7.918  0.26
H4 -2.544 -0.799 1.998  0.44
H5 1.799 -1.482 0.315  0.40
H6 -0.546 -1.243 0.633  0.30
H7 -0.658 2.445 6.704  0.32
H8 -0.115 1.033 2.278  -0.28
H9 3.661 5.251 1.153  0.13
H10 -1.628 -1.865 -6.832  -0.02
H11 3.494 -5.070 2.923  0.33
H12 0.765 3.268 1.308  0.37
H13 4.779 4.507 2.318  0.21
H14 -0.347 -2.518 -7.888  0.31
H15 2.528 0.528 -0.385  0.49
H16 -1.386 1.162 -2.956  0.26
H17 -2.251 -0.378 -3.175  0.28
H18 -2.591 0.729 2.839  0.44
H19 0.130 -1.931 2.079  0.40
H20 0.465 3.559 5.875  0.31
H21 2.000 -4.466 3.690  0.27
H22 -4.324 -3.592 -7.074  -0.36

***

# 7
Computed, not measured: a molecular structure, C13H22FI2MnOP2, with ωB97M-V/def2-TZVPD.

Summary:
Highest occupied orbital energy (spin up / spin down) in Eh: -0.60008 / -0.59688
E_tot in hartree: -3111.54318
Total charge: +3
2S+1: 4
Relative energy (zero: lowest compared OMol25 entry of this formula, charge and spin) in eV: 1.082
Kohn-Sham gap (spin up / spin down) in eV: 2.9475 / 2.8502
⟨S²⟩: 4.121

Each line ends with the Löwdin spin population.
Geometry (Å):
I1 -2.255 1.739 -2.043  0.01
I2 0.196 1.506 -2.755  0.00
Mn1 -0.817 -1.163 1.350  3.28
P1 -0.791 -2.588 -0.468  0.03
P2 -0.329 4.128 -2.018  0.00
F1 3.742 -3.272 4.328  0.01
O1 -1.679 1.344 2.824  -0.06
C1 -0.341 4.113 -0.184  0.00
C2 0.825 -1.474 2.259  -0.22
C3 -1.499 0.308 2.297  -0.09
C4 0.898 5.263 -2.548  0.00
C5 0.861 -2.746 -1.258  0.01
C6 -1.921 4.616 -2.660  0.00
C7 2.066 -1.488 1.647  0.00
C8 -1.957 -2.524 -1.884  0.00
C9 1.486 -2.594 4.227  -0.02
C10 0.475 -1.956 3.523  0.01
C11 3.069 -2.111 2.382  -0.02
C12 2.753 -2.639 3.638  0.04
C13 -1.068 -4.165 0.375  0.01
H1 -0.350 5.174 0.162  0.00
H2 0.904 -3.620 -1.951  0.00
H3 0.479 6.256 -2.439  0.00
H4 -1.675 -1.689 -2.553  0.00
H5 -2.960 -2.312 -1.481  0.00
H6 -2.772 4.184 -2.122  0.00
H7 -0.345 -4.282 1.191  0.00
H8 -1.971 -3.491 -2.432  0.00
H9 1.082 -1.820 -1.801  0.00
H10 2.180 -1.050 0.659  0.00
H11 -2.010 4.311 -3.698  0.00
H12 0.575 3.604 0.195  0.00
H13 -1.225 3.586 0.242  0.00
H14 1.145 5.063 -3.581  0.00
H15 -1.973 5.699 -2.575  0.00
H16 -2.060 -4.163 0.822  0.00
H17 -0.557 -1.822 3.876  0.00
H18 -0.962 -5.029 -0.291  0.00
H19 1.806 5.137 -1.972  0.00
H20 1.630 -2.874 -0.484  0.00
H21 1.281 -2.993 5.226  0.00
H22 4.065 -2.165 1.971  0.00

***

# 8
Computed, not measured: a gas-phase ion, C13H22N5O4 (charge +1), with ωB97M-V/def2-TZVPD.

Summary:
Highest occupied orbital energy in Eh: -0.45063
Structure (SMILES): CNC(=O)[C@H](NC(=O)[C@@H](Cc1c[nH]c[nH+]1)NC(C)=O)[C@@H](C)O
E_tot in hartree: -1083.06963
Total charge: +1
Relative energy (zero: lowest compared OMol25 entry of this formula, charge and spin) in eV: 2.528
Kohn-Sham gap in eV: 9.4251

Each line ends with the Mulliken charge.
Geometry (Å):
O1 0.631 2.250 1.392  -0.70
O2 -2.033 1.415 1.285  -0.70
O3 1.362 -2.159 1.941  -0.60
O4 -0.304 -1.436 -1.976  -0.62
N1 1.321 1.700 -3.431  -0.03
N2 -2.401 -0.905 -1.504  -0.05
N3 0.374 2.315 -1.590  0.07
N4 1.209 -1.264 3.902  -0.21
N5 -0.584 -0.274 0.842  0.12
C1 0.022 1.378 -3.590  -0.68
C2 -1.511 -1.644 -1.934  0.62
C3 1.920 -2.246 4.706  -0.89
C4 0.187 -0.016 2.099  -0.21
C5 2.273 0.632 0.663  -1.37
C6 1.302 1.078 1.774  0.15
C7 -1.628 0.529 0.493  0.44
C8 -2.282 0.451 -0.931  0.29
C9 -0.545 1.690 -2.439  0.60
C10 -1.976 1.579 -2.005  -1.49
C11 1.553 2.331 -2.286  -0.35
C12 1.004 -1.251 2.606  0.15
C13 -1.996 -2.992 -2.442  -1.17
H1 -0.430 0.223 3.012  0.26
H2 1.893 1.311 2.612  0.53
H3 0.223 2.789 -0.638  0.34
H4 1.725 0.185 -0.169  0.25
H5 2.852 -0.090 1.173  0.54
H6 -2.088 -3.669 -1.540  0.29
H7 2.593 -2.655 3.958  0.33
H8 -0.227 1.904 1.608  0.39
H9 1.297 -3.174 5.155  0.25
H10 2.823 1.453 0.223  0.20
H11 0.703 -0.664 4.538  0.26
H12 -2.411 2.537 -1.645  0.45
H13 -1.078 -3.304 -3.094  0.32
H14 2.554 -1.748 5.470  0.33
H15 -0.298 -0.949 0.212  0.22
H16 -2.980 -2.919 -3.027  0.36
H17 -3.328 -1.277 -1.593  0.29
H18 -3.334 0.756 -0.738  0.31
H19 -2.498 1.292 -2.842  0.53
H20 2.528 2.514 -1.825  0.45
H21 2.088 1.428 -4.070  0.29
H22 -0.502 0.896 -4.355  0.45